A structure of composition C25H31CuN6O3 at a distorted geometry. Source: OMol25; level of theory: ωB97M-V with the def2-TZVPD basis set.

The value obtained for the HOMO energy (spin up / spin down) is -9.49 / -9.49 eV. The charge is +1. The multiplicity is 2. Its relative energy (zero: lowest compared OMol25 entry of this formula, charge and spin) is 0.000 eV. For the electronic energy, the calculation gives -3165.6404 a.u. The value obtained for the HOMO-LUMO gap (spin up / spin down) is 6.68 / 2.87 eV.

```
66
C25H31CuN6O3, DFT ωB97M-V with the def2-TZVPD basis set
Cu 0.504 4.357 0.028
O 0.482 -0.017 0.079
C 1.044 1.179 -0.238
O 2.187 1.171 -0.761
O 0.391 2.249 -0.112
H -0.312 0.193 0.612
N 1.549 -4.818 2.750
C 2.676 -4.187 2.277
C 2.306 -3.244 1.363
C 0.879 -3.228 1.343
C 0.457 -4.201 2.217
H 1.553 -5.531 3.456
H 3.635 -4.486 2.668
H 2.994 -2.627 0.804
H 0.223 -2.597 0.763
H -0.542 -4.433 2.549
N 1.943 -3.370 -2.263
C 1.426 -3.949 -3.413
C 0.779 -3.013 -4.237
C 1.017 -1.797 -3.645
C 1.747 -2.040 -2.447
H 2.562 -3.708 -1.537
H 1.405 -5.020 -3.560
H 0.362 -3.091 -5.227
H 0.828 -0.807 -4.033
H 2.091 -1.364 -1.670
N -2.704 2.177 -4.094
C -2.910 1.281 -3.081
C -1.684 0.895 -2.618
C -0.668 1.544 -3.367
C -1.359 2.303 -4.284
H -3.404 2.578 -4.691
H -3.891 0.890 -2.863
H -1.453 0.206 -1.818
H 0.387 1.375 -3.227
H -1.008 2.983 -5.046
N -1.644 3.883 -1.395
C -1.112 4.968 -2.037
C -1.050 6.029 -1.165
C -1.656 5.677 0.046
C -2.014 4.326 -0.144
H -1.719 2.929 -1.735
H -0.722 4.840 -3.034
H -0.578 6.965 -1.426
H -1.742 6.328 0.899
H -2.460 3.636 0.552
N -2.686 -1.320 0.856
C -2.198 -1.505 2.111
C -1.992 -0.281 2.707
C -2.451 0.684 1.775
C -2.997 0.009 0.700
H -2.893 -2.107 0.269
H -1.969 -2.521 2.389
H -1.760 -0.108 3.745
H -2.473 1.758 1.852
H -3.280 0.420 -0.256
N 1.760 -0.680 3.225
C 2.980 -1.151 3.597
C 3.441 -0.362 4.628
C 2.390 0.530 4.938
C 1.338 0.289 4.095
H 1.235 -1.007 2.433
H 3.481 -1.835 2.943
H 4.399 -0.430 5.116
H 2.446 1.325 5.667
H 0.433 0.858 3.971
```

Here are the natural (NBO) charges for atoms 1 to 2, given in e: atom 1 (Cu): 0.928, atom 2 (O): -0.750

***

A structure of composition C25H31GaN5O5 at a distorted geometry. Source: OMol25; level of theory: ωB97M-V with the def2-TZVPD basis set.

The value obtained for the HOMO energy (spin up / spin down) is -5.58 / -5.58 eV. The charge is -1. Its relative energy (zero: lowest compared OMol25 entry of this formula, charge and spin) is 0.913 eV. For the electronic energy, the calculation gives -3546.1766 a.u. The value obtained for the HOMO-LUMO gap (spin up / spin down) is 7.80 / 7.80 eV.

```
67
C25H31GaN5O5, DFT ωB97M-V with the def2-TZVPD basis set
Ga -0.159 -0.086 -1.060
C -3.283 3.210 0.679
C -1.978 2.423 1.007
C -1.051 3.424 1.695
C -2.165 1.136 1.777
C -3.246 1.083 2.671
C -3.438 -0.004 3.516
C -2.573 -1.088 3.549
C -1.462 -1.076 2.687
C -0.476 -2.289 2.698
C 0.133 -2.330 4.148
C -1.205 -3.631 2.421
C -1.211 0.073 1.843
N -0.067 0.173 1.059
C 1.203 0.057 1.419
C 2.285 -0.004 0.464
C 3.668 0.148 0.745
C 4.323 -0.021 -0.496
C 3.336 -0.027 -1.511
N 2.052 -0.118 -0.912
C 3.530 -0.165 -3.012
C 2.727 -1.373 -3.520
C 5.017 -0.482 -3.315
C 3.158 1.208 -3.607
H -3.205 3.910 -0.116
H -3.566 3.795 1.548
H -4.113 2.552 0.469
H -1.542 2.183 0.008
H -1.506 3.854 2.591
H -0.749 4.246 1.048
H -0.129 2.905 2.039
H -3.905 1.924 2.619
H -4.274 -0.011 4.224
H -2.841 -1.982 4.147
H 0.229 -2.222 1.866
H -0.583 -2.734 4.874
H 0.439 -1.339 4.521
H 1.010 -3.009 4.076
H -1.954 -3.789 3.227
H -0.465 -4.406 2.379
H -1.728 -3.587 1.453
H 1.495 0.033 2.521
H 4.087 0.330 1.742
H 5.388 -0.011 -0.663
H 3.129 -2.361 -3.091
H 2.849 -1.513 -4.628
H 1.644 -1.286 -3.271
H 5.386 -1.428 -2.837
H 5.654 0.349 -3.048
H 5.130 -0.646 -4.433
H 2.050 1.294 -3.803
H 3.674 1.204 -4.595
H 3.544 2.061 -3.033
O -0.174 1.065 -4.838
C -0.392 0.843 -3.657
O -0.092 -0.240 -3.010
C -1.034 1.937 -2.651
O -1.855 2.758 -2.988
O -0.577 1.719 -1.403
N -5.941 1.144 -0.203
C -5.167 0.401 -0.664
N -4.474 -0.499 -1.278
C -3.235 -0.531 -1.231
N -2.040 -0.768 -1.247
O 0.105 -2.562 -0.945
H -0.380 -2.851 -1.769
H 0.988 -2.974 -0.896
```

Here are the natural (NBO) charges for atoms 1 to 2, given in e: atom 1 (Ga): 1.904, atom 2 (C): -0.615

***

A structure of composition C25H31N2OZr at a distorted geometry. Source: OMol25; level of theory: ωB97M-V with the def2-TZVPD basis set.

The value obtained for the HOMO energy (spin up / spin down) is -8.08 / -8.07 eV. The charge is +1. Its relative energy (zero: lowest compared OMol25 entry of this formula, charge and spin) is 0.000 eV. For the electronic energy, the calculation gives -1202.7315 a.u. The value obtained for the HOMO-LUMO gap (spin up / spin down) is 5.20 / 5.19 eV.

```
60
C25H31N2OZr, DFT ωB97M-V with the def2-TZVPD basis set
C 3.844 -0.512 -2.523
C 3.161 -1.124 -3.694
C 4.711 0.671 -2.809
C 4.445 -1.531 -1.607
H 5.728 0.376 -3.123
H 4.862 1.307 -1.932
H 4.316 1.303 -3.607
H 3.803 -1.822 -4.253
H 2.848 -0.356 -4.407
H 2.290 -1.712 -3.368
H 5.195 -2.164 -2.106
H 3.668 -2.218 -1.239
H 4.950 -1.059 -0.760
C -0.635 1.789 -1.850
C 0.693 2.285 -1.715
C 1.540 1.536 -2.601
H 0.985 3.179 -1.166
C 0.712 0.543 -3.257
C -0.618 0.715 -2.789
H -1.465 0.162 -3.182
H -1.527 2.239 -1.410
H 2.567 1.776 -2.864
H 0.982 -0.085 -4.097
C 1.567 -0.401 1.503
C 1.204 0.980 1.430
C 2.134 1.657 0.601
H 0.462 1.470 2.047
C 3.104 0.705 0.167
C 2.760 -0.574 0.743
H 3.388 -1.466 0.743
H 1.091 -1.174 2.100
H 2.163 2.733 0.420
H 4.022 0.940 -0.357
Zr 1.094 0.008 -0.890
C -4.816 -0.485 2.257
N -3.907 -0.471 1.128
N -2.562 -0.597 1.270
C -1.984 -0.473 0.040
O -0.697 -0.524 -0.133
C -3.034 -0.302 -0.876
C -4.217 -0.299 -0.154
C -5.617 -0.151 -0.585
C -1.983 -0.542 2.587
C -2.117 -1.667 3.403
C -1.766 -1.575 4.745
C -1.255 -0.372 5.248
C -1.063 0.726 4.407
C -1.487 0.659 3.084
H -5.405 0.442 2.255
H -4.279 -0.548 3.209
H -5.486 -1.354 2.190
H -2.913 -0.151 -1.934
H -6.221 -1.034 -0.341
H -6.101 0.730 -0.139
H -5.660 -0.033 -1.669
H -2.508 -2.590 2.965
H -1.910 -2.439 5.398
H -1.037 -0.279 6.308
H -0.617 1.652 4.787
H -1.400 1.502 2.400
```

Here are the natural (NBO) charges for atoms 1 to 2, given in e: atom 1 (C): -0.130, atom 2 (C): -0.635

***

The molecule C25H31N3O6S. Source: OMol25; level of theory: ωB97M-V with the def2-TZVPD basis set.

The value obtained for the HOMO energy is -7.92 eV. The structure (SMILES) is CC[C@@H](Sc1nc2cc(OC)c(OC)cc2c(=O)n1Cc1ccc(OC)cc1)C(=O)NCCOC. Its relative energy (zero: lowest compared OMol25 entry of this formula, charge and spin) is 0.485 eV. For the electronic energy, the calculation gives -1985.1560 a.u. The value obtained for the HOMO-LUMO gap is 8.42 eV.

```
66
C25H31N3O6S, DFT ωB97M-V with the def2-TZVPD basis set
C -3.824 -0.610 -4.130
C -3.230 0.628 -3.470
C -2.119 0.238 -2.507
S -1.256 1.757 -1.939
C 0.323 1.145 -1.478
N 0.588 -0.100 -1.696
C 1.839 -0.562 -1.385
C 2.133 -1.912 -1.582
C 3.387 -2.424 -1.302
O 3.702 -3.740 -1.481
C 2.717 -4.619 -1.967
C 4.398 -1.558 -0.803
O 5.675 -1.889 -0.481
C 6.181 -3.195 -0.641
C 4.091 -0.223 -0.603
C 2.828 0.292 -0.882
C 2.509 1.685 -0.618
O 3.272 2.505 -0.151
N 1.187 2.042 -0.933
C 0.728 3.365 -0.519
C -0.089 3.232 0.740
C 0.518 2.759 1.900
C -0.222 2.535 3.039
C -1.600 2.767 3.044
O -2.248 2.465 4.203
C -3.644 2.644 4.259
C -2.205 3.269 1.898
C -1.448 3.498 0.761
C -2.660 -0.421 -1.238
O -3.771 -0.202 -0.807
N -1.772 -1.263 -0.667
C -1.973 -1.797 0.657
C -1.281 -0.944 1.726
O -1.366 -1.628 2.949
C -0.821 -0.909 4.028
H -4.244 -1.271 -3.376
H -3.064 -1.153 -4.688
H -4.617 -0.323 -4.817
H -4.006 1.150 -2.907
H -2.834 1.306 -4.229
H -1.360 -0.381 -2.988
H 1.348 -2.542 -1.968
H 2.376 -4.328 -2.966
H 3.201 -5.592 -2.021
H 1.860 -4.678 -1.289
H 7.220 -3.132 -0.319
H 5.650 -3.916 -0.016
H 6.143 -3.521 -1.683
H 4.854 0.434 -0.218
H 1.633 3.952 -0.337
H 0.148 3.816 -1.327
H 1.581 2.569 1.906
H 0.241 2.173 3.943
H -4.157 2.032 3.510
H -3.919 3.694 4.124
H -3.941 2.319 5.255
H -3.263 3.475 1.870
H -1.934 3.884 -0.123
H -0.817 -1.227 -1.017
H -3.046 -1.823 0.852
H -1.574 -2.813 0.707
H -1.763 0.044 1.792
H -0.223 -0.780 1.451
H -0.921 -1.547 4.904
H -1.358 0.031 4.195
H 0.239 -0.684 3.858
```

Here are the natural (NBO) charges for atoms 1 to 2, given in e: atom 1 (C): -0.602, atom 2 (C): -0.411

***

A structure of composition C25H31N7Rh at a distorted geometry. Source: OMol25; level of theory: ωB97M-V with the def2-TZVPD basis set.

The value obtained for the HOMO energy (spin up / spin down) is -17.43 / -17.41 eV. The charge is +3. Its relative energy (zero: lowest compared OMol25 entry of this formula, charge and spin) is 3.632 eV. For the electronic energy, the calculation gives -1464.1496 a.u. The value obtained for the HOMO-LUMO gap (spin up / spin down) is 5.61 / 5.56 eV.

```
64
C25H31N7Rh, DFT ωB97M-V with the def2-TZVPD basis set
Rh -0.155 -0.244 -0.143
C 0.087 1.694 2.322
N -0.013 0.232 2.164
C 1.181 -0.449 2.664
C 2.348 -0.192 1.745
C 3.671 -0.235 2.168
C 4.676 0.018 1.247
C 4.338 0.335 -0.061
C 2.996 0.338 -0.410
N 2.047 0.059 0.472
C -1.249 -0.308 2.732
C -2.429 0.119 1.898
C -3.738 0.113 2.364
C -4.746 0.563 1.524
C -4.425 1.048 0.264
C -3.103 0.990 -0.140
N -2.156 0.501 0.650
C 0.068 2.549 1.069
C 0.084 3.935 1.214
C 0.109 4.735 0.085
C 0.120 4.134 -1.167
C 0.088 2.754 -1.232
N 0.060 1.993 -0.141
H 1.024 1.930 2.837
H -0.728 2.041 2.964
H 0.986 -1.526 2.694
H 1.414 -0.133 3.689
H 3.905 -0.455 3.197
H 5.712 -0.022 1.549
H 5.089 0.566 -0.798
H 2.680 0.568 -1.420
H -1.386 0.004 3.774
H -1.186 -1.401 2.723
H -3.970 -0.214 3.364
H -5.773 0.543 1.850
H -5.176 1.460 -0.390
H -2.799 1.341 -1.120
H 0.071 4.377 2.198
H 0.122 5.810 0.175
H 0.154 4.718 -2.071
H 0.090 2.246 -2.191
C -3.458 -4.752 -1.153
C -3.657 -3.302 -0.732
N -2.380 -2.614 -0.721
C -1.176 -3.202 -0.665
N -0.108 -2.396 -0.616
C 1.206 -2.945 -0.859
C 1.181 -4.393 -1.336
C 0.217 -5.153 -0.439
N -1.088 -4.540 -0.571
C -2.277 -5.346 -0.399
H -3.276 -4.811 -2.228
H -4.360 -5.321 -0.932
H -4.095 -3.252 0.271
H -4.330 -2.788 -1.421
H -2.385 -1.610 -0.862
H 1.784 -2.866 0.075
H 1.715 -2.320 -1.605
H 2.180 -4.823 -1.284
H 0.842 -4.464 -2.371
H 0.541 -5.119 0.611
H 0.153 -6.201 -0.731
H -2.514 -5.436 0.670
H -2.068 -6.354 -0.757
```

Here are the natural (NBO) charges for atoms 1 to 2, given in e: atom 1 (Rh): 1.176, atom 2 (C): -0.293

***

A structure of composition C25H32BrHfN8O3. Source: OMol25; level of theory: ωB97M-V with the def2-TZVPD basis set.

The value obtained for the HOMO energy is -8.27 eV. The charge is +1. Its relative energy (zero: lowest compared OMol25 entry of this formula, charge and spin) is 1.093 eV. For the electronic energy, the calculation gives -4257.6396 a.u. The value obtained for the HOMO-LUMO gap is 5.63 eV.

```
70
C25H32BrHfN8O3, DFT ωB97M-V with the def2-TZVPD basis set
Hf -1.238 -0.612 0.350
O 1.704 0.628 3.220
C 0.874 0.570 2.320
N -0.239 -0.155 2.243
C -0.552 -1.073 3.343
C -1.704 -1.941 2.880
C -1.936 -3.208 3.253
C -3.001 -3.937 2.573
C -3.738 -3.386 1.605
C -3.546 -1.967 1.150
N -2.449 -1.305 1.894
C 1.088 1.469 1.107
C 1.847 2.618 1.270
C 2.019 3.449 0.177
C 1.427 3.106 -1.036
C 0.661 1.958 -1.099
N 0.481 1.154 -0.044
H -0.812 -0.516 4.250
H 0.316 -1.691 3.579
H -1.307 -3.697 3.983
H -3.184 -4.966 2.857
H -4.513 -3.962 1.112
H -4.471 -1.397 1.319
H 2.280 2.813 2.241
H 2.594 4.362 0.261
H 1.535 3.730 -1.912
H 0.150 1.677 -2.012
N -0.509 -1.160 -2.021
C 0.949 -1.367 -2.054
C 1.392 -2.390 -3.109
C 2.893 -2.675 -3.244
C 3.775 -1.446 -3.473
N 3.987 -0.773 -2.201
C 4.810 0.216 -1.953
N 5.542 0.789 -2.921
N 4.895 0.681 -0.698
C 1.348 -1.725 -0.605
O 2.524 -1.675 -0.232
O 0.368 -2.016 0.149
H -0.989 -2.056 -1.941
H -0.861 -0.720 -2.865
H 1.410 -0.401 -2.277
H 1.021 -2.033 -4.076
H 0.871 -3.332 -2.916
H 3.020 -3.338 -4.100
H 3.271 -3.224 -2.380
H 3.300 -0.770 -4.193
H 4.737 -1.758 -3.889
H 3.457 -1.155 -1.368
H 5.532 0.405 -3.848
H 6.267 1.446 -2.698
H 4.378 0.226 0.039
H 5.522 1.425 -0.451
C -3.526 3.459 3.535
C -3.381 3.036 2.103
C -3.975 3.722 1.051
C -3.814 3.282 -0.251
C -3.044 2.155 -0.457
Br -2.831 1.525 -2.227
N -2.457 1.479 0.521
C -2.637 1.912 1.780
H -4.189 4.318 3.625
H -2.558 3.734 3.955
H -3.934 2.652 4.143
H -4.577 4.600 1.249
H -4.277 3.789 -1.084
H -2.167 1.306 2.543
C -3.107 -1.781 -0.321
H -3.863 -1.324 -0.965
H -2.859 -2.759 -0.757
```

Here are the natural (NBO) charges for atoms 1 to 2, given in e: atom 1 (Hf): 2.357, atom 2 (O): -0.636